{"formula": "C33H38BBrGeIrN4O9S", "method": "ωB97M-V/def2-TZVPD", "s_squared": 0.95, "homo_lumo_gap_ev": [3.937, 3.896], "charge": -2, "spin_multiplicity": 2, "energy_ev": -200138.746, "de_lowest_kcal_mol": 77.8, "species": ["Ir", "O", "C", "O", "C", "C", "C", "N", "C", "C", "C", "C", "C", "C", "C", "N", "C", "C", "C", "C", "C", "N", "H", "H", "H", "H", "H", "H", "H", "H", "H", "H", "Br", "C", "C", "N", "C", "C", "C", "C", "O", "O", "H", "H", "H", "C", "Ge", "C", "C", "C", "H", "H", "H", "H", "H", "H", "H", "H", "H", "H", "C", "S", "O", "O", "O", "H", "H", "H", "C", "C", "C", "O", "B", "O", "C", "C", "C", "H", "H", "H", "H", "H", "H", "H", "H", "H", "H", "H", "H"], "coordinates": [[-0.26896, 1.13522, 1.67738], [6.02514, -1.72028, 1.96478], [5.75664, -0.67578, 1.35558], [6.48544, 0.03372, 0.65218], [4.26654, -0.22098, 1.45178], [3.39104, -0.92598, 2.24618], [1.96054, -0.68328, 2.09198], [1.57494, 0.53972, 1.51068], [2.45724, 1.24092, 0.73138], [3.81624, 0.84262, 0.67318], [1.85124, 2.33092, 0.06598], [2.48654, 3.20382, -0.84162], [1.78084, 4.20312, -1.46012], [0.39984, 4.33322, -1.18332], [-0.17506, 3.46612, -0.28662], [0.49354, 2.51032, 0.35838], [0.84344, -1.22298, 2.99178], [1.08604, -2.07778, 4.14948], [0.06614, -2.31878, 5.02748], [-1.15056, -1.62978, 4.87738], [-1.25376, -0.62648, 3.92518], [-0.29296, -0.35408, 3.04098], [3.73874, -1.71928, 2.88328], [4.52354, 1.37642, 0.05938], [3.53714, 3.06182, -1.04452], [2.26724, 4.88992, -2.14042], [-0.18546, 5.10732, -1.65072], [-1.22866, 3.52442, -0.05762], [2.05784, -2.53048, 4.25578], [0.20434, -3.01428, 5.84708], [-1.97696, -1.82728, 5.54078], [-2.14146, -0.00548, 3.85038], [-4.27226, 6.77122, -0.14582], [-4.75886, 5.14562, 0.78778], [-6.10246, 4.91142, 1.01368], [-6.50206, 3.83092, 1.73918], [-5.57156, 2.99962, 2.15188], [-4.20116, 3.11762, 1.90658], [-3.77316, 4.30122, 1.21738], [-3.24596, 2.08972, 2.35848], [-3.55096, 1.31302, 3.27618], [-2.10716, 2.09392, 1.74348], [-6.88326, 5.55912, 0.63998], [-5.92586, 2.14582, 2.71768], [-2.72286, 4.50722, 1.09188], [2.07724, -3.90648, -0.60792], [1.72904, -3.69348, 1.35348], [0.23564, -4.90188, 1.94388], [3.39314, -4.31608, 2.25988], [1.08944, -1.85758, 1.61158], [2.43814, -4.90788, -0.83262], [2.85434, -3.20128, -0.89252], [1.20414, -3.70978, -1.22452], [0.55204, -5.93798, 2.03538], [-0.61116, -4.86648, 1.26558], [-0.10816, -4.56648, 2.91818], [3.63664, -5.31758, 1.90808], [3.26734, -4.35948, 3.33728], [4.23404, -3.66408, 2.03568], [0.36094, -1.53998, 0.87258], [-1.89716, -2.67678, -0.58262], [-2.33416, -0.97858, -0.14262], [-3.41256, -0.59728, -1.00452], [-1.03186, -0.15668, -0.55002], [-2.50156, -0.92778, 1.26038], [-2.07706, -2.81838, -1.63862], [-2.53446, -3.30798, 0.02158], [-0.85746, -2.84488, -0.34692], [0.47214, -1.36068, -4.86582], [-0.46936, -0.47778, -4.05202], [-1.85216, -0.45848, -4.71312], [-0.66686, -1.03418, -2.74462], [-0.69256, 0.01232, -1.84882], [-0.34776, 1.18902, -2.40042], [0.09454, 0.95732, -3.73862], [-0.44446, 2.06922, -4.62982], [1.62494, 1.03142, -3.71132], [0.00924, -2.32908, -5.03762], [1.40974, -1.51938, -4.34482], [0.66874, -0.89358, -5.82762], [-2.20776, -1.48368, -4.81382], [-1.81626, -0.00098, -5.69852], [-2.55176, 0.07212, -4.07182], [-1.51806, 2.16702, -4.52202], [-0.19246, 1.87702, -5.66992], [0.01224, 3.00332, -4.31532], [2.04394, 0.23772, -3.09842], [1.89924, 1.97372, -3.24242], [2.03914, 0.98942, -4.71592]]}